[1]
Formula: C2ClF3N2
Source: OMol25
Level of theory: the ωB97M-V functional and the def2-TZVPD basis

Properties
Frontier orbital gap (spin up / spin down), eV: 9.067 / 9.068
F_max, eV/Å: 4.54
Highest occupied orbital energy (spin up / spin down), eV: -9.367 / -9.367
E_tot, a.u.: -945.35112
Energy relative to the best compared isomer or geometry (same formula, charge and spin), kcal per mole: 64.39

Geometry as ORCA input:
```
! wB97M-V def2-TZVPD RIJCOSX def2/J DEFGRID3
* xyz 0 1
C 0.1501 2.2264 -1.1441
N 0.0577 1.1183 -0.5632
F 0.7808 -1.9136 -0.2573
C -0.2302 -1.4689 0.4272
Cl 0.9732 3.4988 -0.5568
F -1.3730 -2.1462 0.2709
F 0.0705 -1.5031 1.7242
N -0.4290 0.1883 0.0991
*
```

---

[2]
Formula: C33H59NO18P2
Source: OMol25
Level of theory: the ωB97M-V functional and the def2-TZVPD basis

Properties
Frontier orbital gap, eV: 7.263
SMILES: [H]/N=C(/C)C[PH2]([C@H](C)CC)P(C)C.C[C@@H]1COC(=O)O1.C[C@@H]1COC(=O)O1.C[C@@H]1COC(=O)O1.C[C@@H]1COC(=O)O1.C[C@@H]1COC(=O)O1.C[C@@H]1COC(=O)O1
F_max, eV/Å: 0.61
Highest occupied orbital energy, eV: -7.399
E_tot, a.u.: -3384.62293

Geometry as ORCA input:
```
! wB97M-V def2-TZVPD RIJCOSX def2/J DEFGRID3
* xyz 0 1
O -1.4178 2.8435 2.9413
N -2.2656 -4.0725 -0.2694
H -2.1116 1.8856 5.4179
H -3.7731 2.5020 5.3249
C 10.9075 3.2100 -0.8726
H -3.4370 3.2222 3.0018
O -12.4785 2.5206 1.6276
C 6.0808 2.5864 0.4470
O 12.2184 3.5668 -1.3588
C 10.7581 1.8173 -1.4519
H -9.4454 3.3801 3.7119
O 13.3630 3.0742 -3.2378
C 1.6703 -0.3634 -0.1590
O -10.3975 3.2516 1.1620
H 1.7275 -1.2191 0.5184
H -2.3448 -3.1049 -0.5827
H 3.7279 -4.7933 -3.1517
O -1.5211 -11.7612 -3.1472
C 10.8343 3.3139 0.6247
C -9.9649 4.2003 3.2074
H -10.2511 6.3163 3.4264
O -4.9302 5.1147 1.1154
H -8.5141 4.0228 1.5706
H 1.6736 -6.8031 -3.2239
C -0.8023 -5.7085 0.6624
H 3.6472 -3.4520 -2.0111
H 0.7657 -9.7812 -2.0399
C 3.8369 2.7887 0.4674
H 9.7348 1.5366 -1.6830
H -2.9533 -9.5878 -3.6923
H 2.4789 -0.4488 -0.8905
H 0.3656 0.7242 -1.4239
H 3.7703 4.7930 2.3649
H -2.9501 6.9551 1.6282
H 9.8060 3.1413 0.9451
H -0.8892 -1.3530 -3.8707
C -0.4789 -12.5590 -2.8136
H -0.0897 -3.5226 -2.6914
C -2.7551 2.6374 4.9600
H 11.1439 4.3041 0.9557
P 1.8415 -5.0453 -1.5813
H 0.8626 -3.6561 0.7383
C 4.4583 4.1708 0.4265
H 2.8810 5.4928 0.9993
C -2.9286 1.1331 2.8863
C -1.2211 -10.4179 -2.7234
C -1.8836 -9.4013 -3.6115
C 3.8670 5.1952 1.3561
H -3.9619 0.8772 2.6721
C 0.0405 -3.3142 0.1067
H 4.2825 -5.0159 -1.4771
H 0.2557 -5.9602 0.6046
H 3.0161 2.6436 -0.2291
H 0.6776 -10.2333 -3.7653
C -11.5082 3.1339 1.9303
H -9.8057 5.2213 1.3000
C 0.2953 -10.4425 -2.7630
H 1.8703 0.5341 0.4319
H -1.3876 -6.4448 0.1099
H -1.4635 -9.4331 -4.6176
H -1.2167 -1.5259 -1.5871
C -0.1596 -1.3294 -1.8094
C -4.0147 5.7340 0.1825
O -0.3424 2.3253 1.0287
H -2.4757 0.3667 3.5194
C -3.7475 7.0506 0.8871
H -3.5393 7.8835 0.2223
H -1.7354 -8.4024 -3.1998
O -6.5068 5.9133 2.5106
C -5.5666 6.0884 1.8028
H 1.9477 -2.3997 -1.9507
H -0.4592 -0.0279 -0.0936
H -8.7534 5.6867 4.1318
C -2.8269 4.8426 -0.0456
H 0.8728 -1.3137 -3.7481
C -1.2255 2.1421 1.8056
O 7.1617 2.0905 0.4434
H -0.0622 0.1390 -3.4249
H 1.3374 -5.2450 -4.0275
H -10.3076 5.4160 4.9440
H -2.2512 4.7357 0.8760
H 0.1195 -5.9949 -2.9562
C -2.7313 2.5231 3.4607
C 3.5307 -4.5415 -2.1065
H 4.5018 6.0790 1.3986
O 11.5230 1.9073 -2.6604
C 0.3120 -0.2058 -0.8488
H 10.1922 3.8898 -1.3448
C 1.1902 -5.8302 -3.1132
H 3.5151 2.5197 1.4764
O -2.1891 1.2064 1.6585
H -1.5718 -10.3187 -1.6919
C -9.8126 5.4827 3.9761
C 12.4601 2.8716 -2.4937
O 0.5830 -11.8045 -2.4344
C -0.0575 -0.9455 -3.2916
H -0.3514 -2.3713 0.4923
H -2.1769 5.2517 -0.8183
P 0.6927 -3.0144 -1.6160
H -1.1314 -5.7450 1.7054
C -1.0873 -4.3355 0.1160
O 4.9402 1.9498 0.1010
O -0.4896 -13.7444 -2.8478
H 11.4828 2.5762 1.0986
O -11.3499 3.8161 3.0880
H 11.2147 1.0641 -0.8051
H -3.1508 3.8508 -0.3596
H -2.4069 3.6212 5.2706
O 5.8193 3.8648 0.7974
C -9.5598 4.2556 1.7482
O -4.9828 7.2837 1.5774
H -4.5658 5.9089 -0.7455
H 4.4812 4.5429 -0.6019
*
```

---

[3]
Formula: H26NeO13
Source: OMol25
Level of theory: the ωB97M-V functional and the def2-TZVPD basis

Properties
Frontier orbital gap, eV: 9.682
F_max, eV/Å: 1.05
Highest occupied orbital energy, eV: -9.960
E_tot, a.u.: -1122.68089
Energy relative to the best compared isomer or geometry (same formula, charge and spin), kcal per mole: 12.05

Geometry as ORCA input:
```
! wB97M-V def2-TZVPD RIJCOSX def2/J DEFGRID3
* xyz 0 1
O -1.2610 -1.3985 3.7502
O 1.9903 2.2566 -0.7643
O -2.0504 -1.6865 -0.0331
Ne 0.4131 -0.1464 0.1809
H 1.8085 1.3935 -1.1361
H 0.3656 -0.5721 3.7342
H -1.5655 -1.0318 2.9201
H -1.5848 -0.7902 4.4145
H -1.9129 -0.0828 -2.9712
H 1.8433 0.8858 -3.3320
O -2.2327 0.5552 2.1035
O 0.7991 -2.5479 -0.6559
H -0.8610 4.2635 -1.5429
O 3.0836 -1.2935 0.6667
O 2.6860 1.1809 1.8683
O -0.5034 3.6424 -0.9083
H -2.6337 0.4923 -1.7706
O 1.3187 -0.4849 3.7197
O -2.6000 -0.2802 -2.3347
H 1.3316 2.8302 -1.1560
H -2.2092 1.4303 0.3950
H 3.7093 -1.9251 1.0214
H -1.1697 2.9585 -0.8403
H 0.5399 -2.4608 -2.5953
H 2.7539 0.3637 1.3744
H 1.3612 -0.5407 -3.1755
H -3.1478 0.4250 2.3522
H -0.0743 -2.3978 -0.2941
H 3.4277 -1.0753 -0.1994
O 0.3079 -2.3600 -3.5185
H -3.3969 2.1901 -0.1562
O 1.9094 0.1233 -2.7573
O -2.5809 1.7656 -0.4209
H 1.3901 -2.1017 -0.0494
H -2.1335 -2.6365 -0.1165
H 1.4880 0.1898 3.0622
H 2.3371 1.8129 1.2397
H 1.0952 -2.6251 -3.9941
H -2.1923 -1.3545 -0.9195
H -1.8496 1.0326 2.8394
*
```

---

[4]
Formula: C5H9NO
Source: OMol25
Level of theory: the ωB97M-V functional and the def2-TZVPD basis

Properties
Frontier orbital gap, eV: 10.637
SMILES: O[C@H]1C[C@]2(CN2)C1
F_max, eV/Å: 0.38
Highest occupied orbital energy, eV: -9.631
E_tot, a.u.: -325.83929
Energy relative to the best compared isomer or geometry (same formula, charge and spin), kcal per mole: 61.66

Geometry as ORCA input:
```
! wB97M-V def2-TZVPD RIJCOSX def2/J DEFGRID3
* xyz 0 1
H 1.8709 1.6358 -1.2667
H -2.1227 -1.3703 -0.4451
H 1.6069 0.6198 1.4786
C 1.7765 0.8131 -0.5615
H 0.4479 -1.6961 0.9577
H 0.2901 -1.8146 -0.8209
O -1.9290 -0.5276 1.3660
H 2.6168 0.1187 -0.5588
N 1.1560 1.1402 0.7298
H -1.0967 0.5336 -1.7268
C -0.9659 0.5754 -0.6405
C 0.4639 0.2592 -0.2003
H -1.3824 0.1392 1.8046
C 0.0739 -1.1955 0.0576
H -1.4009 1.5001 -0.2486
C -1.4051 -0.7310 0.0747
*
```

---

[5]
Formula: C35H33ClDyN4S2Si2
Source: OMol25
Level of theory: the ωB97M-V functional and the def2-TZVPD basis

Properties
Frontier orbital gap (spin up / spin down), eV: 7.112 / 4.200
F_max, eV/Å: 4.08
⟨S²⟩: 9.762
Highest occupied orbital energy (spin up / spin down), eV: -9.317 / -7.712
E_tot, a.u.: -4292.94669

Geometry as ORCA input:
```
! wB97M-V def2-TZVPD RIJCOSX def2/J DEFGRID3
* xyz 1 6
H 2.3693 -1.1822 1.6014
H 1.4425 2.3465 0.3048
C 2.5512 4.6966 -2.5856
S -3.9539 -2.6497 -1.9884
C 4.3040 1.2126 -0.2774
Dy 0.2217 -0.4647 -0.7069
Si 3.5671 0.6732 -2.9262
C 5.2317 1.3095 0.7688
H 0.9645 1.4725 -4.0610
C -2.5851 -1.5619 -2.1203
H 4.9938 4.6502 -9.1525
C 8.8439 -0.7869 -5.2880
H 3.4044 1.8326 -0.2476
C 7.9338 0.9858 -3.3310
S 0.0359 -3.5644 3.0228
H -3.3910 -0.3756 -3.5493
C 6.3925 0.5370 0.7488
H 2.1904 -1.7886 3.2158
C 1.4130 2.3700 -3.6253
C -1.1628 -3.9177 1.8109
H 7.5659 1.6640 -2.5559
C 4.0930 2.2247 -6.9193
H 0.9910 5.7541 -3.6549
N 1.7574 -1.5623 2.3255
C 9.7160 -0.3444 -4.2845
H 9.2048 -1.4915 -6.0349
H -0.0972 3.6613 -4.4639
H 10.7530 -0.6867 -4.2511
C 5.2057 2.2870 -6.0619
H 7.1615 3.1717 -5.7437
C 6.2676 3.1551 -6.3710
C 2.6001 2.2717 -2.8831
C 1.4138 4.7826 -3.3910
C 5.6758 -0.4673 -1.3378
C 3.1437 3.4517 -2.3329
C 4.5524 0.3821 -1.3748
C 6.5877 -0.3922 -0.2809
H 7.1435 0.6453 1.5346
C 7.0705 0.5734 -4.3612
H 7.4709 -1.0396 -0.2748
C 9.2500 0.5278 -3.2922
C 6.1797 4.0221 -7.4600
H 6.8448 -0.6851 -6.1072
C 4.0213 3.0767 -8.0268
H 2.9904 5.6042 -2.1654
Si 5.4040 1.4042 -4.4434
C 5.0580 3.9817 -8.2950
C 0.0741 0.8708 1.3148
H 5.8513 -1.1521 -2.1681
H 5.6367 2.5383 -3.5271
H -2.5847 0.9883 -0.7396
C 7.5222 -0.3339 -5.3291
H -0.5221 2.5530 -1.5319
H 3.8914 -0.0290 -4.1720
H 4.0677 3.4237 -1.7514
C -0.5227 1.8826 -0.6730
H -1.9555 -4.6503 1.9144
H 9.9007 0.8492 -2.4724
N -2.6041 -0.4748 -2.9271
H 6.9865 4.7289 -7.6585
C -1.6117 1.0570 -0.2537
C -1.0096 -3.1162 0.6891
C -3.1171 -3.4917 -0.7181
C -1.2523 0.4498 0.9864
C 0.7297 -2.3760 1.9449
C 0.5184 1.7699 0.2950
Cl 1.8525 -0.8327 -2.7572
H -1.9099 -0.1471 1.6217
C -1.8977 -2.9113 -0.4246
H 3.1535 3.0390 -8.6878
H 3.2886 1.5124 -6.7145
H 5.0528 2.0221 1.5781
N 0.0976 -2.2411 0.7817
C 0.8227 3.6132 -3.8727
H -1.7287 -0.0198 -3.1801
H -3.5119 -4.3525 -0.1856
H 0.6088 0.6213 2.2319
N -1.5923 -1.8140 -1.2654
*
```